The following is a quantum chemistry calculation of the molecule C2H7NSSi at a distorted geometry, from the OMol25 dataset.

Geometry as XYZ:
```
12
Properties=species:S:1:pos:R:3:forces:R:3
H 2.306 -1.412 -0.183 0.0 -0.2 0.0
N 2.581 -0.498 0.169 1.0 -0.6 0.4
C 1.677 0.342 -0.032 -0.6 -0.1 -0.5
C 0.378 0.024 -0.706 -0.4 0.6 0.5
Si -1.152 0.565 0.274 0.0 -0.4 -0.3
S -2.790 -0.663 -0.427 -0.1 0.1 -0.1
H 1.884 1.346 0.297 -0.1 0.6 0.1
H 0.359 0.426 -1.711 -0.1 0.3 -0.3
H 0.278 -1.044 -0.810 0.0 -0.6 0.0
H -0.875 0.337 1.702 -0.1 0.0 0.1
H -1.529 1.961 -0.001 0.1 0.1 0.1
H -3.021 -1.409 0.660 0.2 0.1 0.1
```
Forces are in eV/Å.


The following is a quantum chemistry calculation of a cluster of 13 separate species, C5H37N2O12 in total at a distorted geometry, from the OMol25 dataset.

Geometry as XYZ:
```
56
Properties=species:S:1:pos:R:3:forces:R:3
C 0.121 0.358 -1.083 -0.2 -0.7 0.3
C -0.545 1.700 -1.261 0.0 0.4 -0.9
C -0.955 2.438 0.022 0.0 -0.4 0.4
N -3.080 0.144 2.138 -0.3 -0.4 -0.1
C -2.691 1.184 1.310 1.2 -0.5 0.9
C -1.395 1.470 1.087 -1.1 0.6 -0.6
N 1.468 0.418 -0.400 0.7 0.4 -0.2
H 0.258 -0.168 -2.026 0.2 0.3 -0.1
H -0.482 -0.334 -0.484 0.1 0.3 0.0
H 0.089 2.346 -1.884 0.0 -0.1 0.1
H -1.422 1.520 -1.910 0.2 -0.1 0.4
H -1.767 3.129 -0.209 0.1 0.0 0.0
H -0.134 3.041 0.415 0.1 0.1 -0.1
H -2.400 -0.331 2.710 0.3 0.1 0.0
H -3.996 0.124 2.540 -0.2 0.2 -0.1
H -3.500 1.701 0.833 -0.2 0.3 -0.3
H -0.621 0.908 1.582 0.1 -0.3 0.4
H 2.192 0.766 -1.049 -0.4 0.0 0.1
H 1.475 1.026 0.435 -0.1 -0.3 -0.3
H 1.785 -0.550 -0.136 -0.3 0.2 0.1
H 0.245 -0.745 3.745 -0.1 -0.1 -0.2
H -0.309 -1.983 4.429 -0.3 -0.1 -0.1
O -0.456 -1.434 3.650 0.3 0.3 0.3
H 1.631 0.773 -4.271 0.0 0.2 -0.1
H 1.369 1.485 -5.618 -0.1 0.0 0.1
O 1.003 1.365 -4.734 0.1 0.0 0.0
H 3.582 -0.439 -3.662 0.0 0.2 0.0
H 2.249 -1.087 -3.268 0.0 0.0 0.1
O 2.710 -0.222 -3.308 0.1 -0.3 0.1
H -0.510 0.514 -4.770 -0.2 -0.1 -0.1
H -1.957 0.292 -5.333 0.1 0.0 0.1
O -1.287 -0.088 -4.754 -0.1 0.2 -0.1
H -0.243 -2.403 2.210 0.1 -0.5 -0.4
H -0.967 -2.723 0.853 0.4 -0.2 0.5
O -0.163 -2.975 1.402 -0.3 0.6 -0.1
H 1.459 -2.483 -1.692 -0.2 0.2 -0.6
H 1.451 -3.378 -2.923 -0.1 0.1 -0.4
O 1.252 -2.464 -2.677 0.8 -0.6 1.1
H -2.666 -1.240 0.540 -0.1 0.1 0.1
H -2.058 -1.754 -0.829 -0.3 -0.3 0.2
O -2.243 -1.992 0.106 0.2 0.1 -0.7
H 0.084 3.068 5.685 -0.1 -0.1 0.0
H -0.697 2.599 4.426 0.3 0.1 0.1
O 0.192 2.663 4.816 -0.7 0.1 0.1
H -1.500 -1.386 -3.557 0.0 -0.2 0.2
H -0.453 -2.246 -2.796 -0.7 0.1 -0.2
O -1.408 -2.025 -2.820 0.2 0.2 0.3
H 1.013 -2.593 0.582 0.1 0.1 -0.1
H 2.551 -2.856 0.292 0.1 0.1 -0.1
O 1.828 -2.295 -0.009 -0.3 -0.2 0.2
H 1.629 3.215 3.881 0.3 0.0 -0.4
H 2.433 4.211 3.072 0.2 -0.1 -0.1
O 2.330 3.261 3.206 -0.2 0.4 0.1
H 1.060 1.236 4.301 0.5 -0.6 -0.3
H 2.314 0.320 4.365 0.0 0.0 -0.1
O 1.511 0.476 3.857 -0.5 0.2 0.3
```
Forces are in eV/Å.

Charge: +1
Relative energy (zero: lowest compared OMol25 entry of this formula, charge and spin): 33.7 kJ/mol


The following is a quantum chemistry calculation of a structure of composition C16H28F6KN10O6S3 at a distorted geometry, from the OMol25 dataset.

Geometry as XYZ:
```
70
Properties=species:S:1:pos:R:3:forces:R:3
K -0.187 0.020 -0.972 0.1 -2.4 1.2
N -1.371 -0.947 -2.983 -0.2 -0.1 -0.9
C -0.486 -0.713 -4.122 0.0 -0.1 0.2
C 0.862 -1.398 -3.892 0.0 0.1 0.2
N 1.507 -0.822 -2.727 0.4 -0.2 -0.7
C 2.764 -1.404 -2.308 -0.2 0.1 0.1
C 3.191 -0.751 -0.990 -0.3 -0.1 -0.1
N 2.140 -0.902 0.010 0.6 0.0 0.2
H -1.599 -1.923 -2.822 0.0 0.0 0.1
H -2.227 -0.409 -3.037 0.0 -0.1 -0.1
H -0.313 0.364 -4.203 -0.1 0.0 0.0
H -0.889 -1.045 -5.088 0.0 -0.1 -0.1
H 1.470 -1.316 -4.809 0.0 0.0 -0.1
H 0.695 -2.464 -3.701 0.0 0.0 0.0
H 1.627 0.181 -2.855 0.1 -0.1 -0.1
H 3.569 -1.290 -3.052 0.1 0.0 0.0
H 2.609 -2.479 -2.151 0.0 0.0 0.0
H 3.333 0.317 -1.183 0.0 0.0 0.0
H 4.164 -1.160 -0.690 0.1 0.0 0.0
H 2.211 -0.214 0.754 0.1 -0.1 0.0
H 2.106 -1.823 0.426 -0.1 0.0 0.0
O -1.204 -3.288 -0.918 0.2 -0.1 0.1
N -1.617 -3.433 0.301 -0.2 0.3 -0.1
C -0.822 -4.072 1.192 -0.1 0.0 -0.1
C -1.170 -4.264 2.505 -0.1 0.0 0.0
C -2.393 -3.758 2.943 0.0 0.0 0.0
C -3.200 -3.098 2.043 0.0 0.0 -0.1
C -2.856 -2.909 0.684 0.0 -0.1 0.0
S -3.857 -2.113 -0.444 0.1 -0.1 0.2
H 0.121 -4.391 0.773 0.0 0.0 0.0
H -0.477 -4.767 3.167 0.0 0.0 0.0
H -2.705 -3.876 3.976 0.0 0.0 0.0
H -4.152 -2.684 2.345 0.0 0.0 0.0
N 2.782 3.082 0.785 -0.1 0.1 -0.1
N 1.784 2.055 0.961 0.0 -0.1 0.1
H 2.387 3.837 0.228 0.0 0.0 -0.1
H 3.501 2.678 0.196 0.0 -0.1 0.0
H 1.272 1.925 0.091 0.1 0.1 0.0
H 1.106 2.430 1.613 0.0 0.0 0.1
F -2.634 4.460 0.778 -0.1 0.1 0.1
C -1.434 4.673 0.178 0.1 -0.5 -0.2
F -1.387 5.977 -0.142 0.0 0.2 0.0
F -0.490 4.463 1.128 -0.1 0.2 0.1
S -0.824 2.963 -1.405 -0.1 0.6 -0.3
O -1.334 1.917 -0.489 -0.7 1.3 0.3
O -1.674 3.174 -2.577 -0.1 0.0 0.1
N 0.594 2.129 -2.016 0.4 1.3 -0.6
S 1.696 3.002 -2.685 -0.2 -0.4 0.4
O 1.993 4.278 -2.067 0.0 -0.1 0.0
O 2.818 2.149 -3.030 0.1 0.0 0.0
C 1.129 3.546 -4.360 0.1 -0.1 0.2
F 2.203 3.962 -5.059 0.0 0.1 -0.2
F 0.570 2.540 -5.042 0.0 -0.1 -0.1
F 0.265 4.551 -4.314 -0.1 0.2 0.0
C 0.560 -1.772 5.190 -0.1 0.1 0.0
N -0.301 -1.007 4.309 0.0 0.0 0.0
C -1.238 -0.148 4.777 0.1 -0.1 0.1
C -2.032 0.544 3.946 -0.1 0.0 -0.1
C -1.867 0.293 2.536 0.0 -0.2 -0.1
N -0.934 -0.517 2.068 0.2 0.1 0.0
C -0.083 -1.156 2.914 0.0 -0.1 -0.1
O 0.851 -1.872 2.578 -0.1 0.2 0.0
N -2.719 0.862 1.672 0.2 0.0 0.0
H 0.291 -1.547 6.222 0.0 0.0 0.0
H 1.605 -1.523 5.015 0.0 0.0 0.0
H 0.439 -2.839 5.002 0.0 0.0 0.0
H -1.304 -0.057 5.854 0.0 0.0 0.0
H -2.776 1.233 4.317 0.0 0.0 0.0
H -3.203 1.692 1.967 -0.1 0.0 0.0
H -2.457 0.855 0.690 -0.1 0.0 0.1
```
Forces are in eV/Å.

Charge: -2
Spin multiplicity: 2
Relative energy (zero: lowest compared OMol25 entry of this formula, charge and spin): 108.9 kJ/mol


| no. | DFT total energy (hartree) |
| --- | --- |
| 1 | -822.8319 |
| 2 | -1224.9556 |
| 3 | -4019.2115 |